Here is 4 unconnected molecules or ions with the total composition C3H13NO4 at a distorted geometry from the Open Molecules 2025 dataset. Energies are from wB97M-V/def2-TZVPD.

Calculated values
* energy above the lowest of the compared OMol25 structures with the same formula, charge and spin: 0.0 kJ/mol
* total charge: -1
* energy: -13001.57231 eV
* HOMO energy (spin up / spin down): -4.67 / -4.67 eV
* LUMO level (spin up / spin down): 3.779 / 2.858 eV
* spin multiplicity: 2
* ⟨S²⟩: 0.75
* frontier orbital gap (spin up / spin down): 8.445 / 7.530 eV

Element x y z (Å)
C: 1.238 0.388 0.643
N: 0.090 1.261 0.836
C: -0.734 0.736 1.894
C: -1.694 -0.360 1.406
O: 1.984 0.639 -0.499
H: 1.891 0.529 1.524
H: 0.899 -0.659 0.576
H: -0.159 0.387 2.757
H: -1.383 1.544 2.271
H: -2.245 -0.796 2.243
H: -2.380 0.023 0.656
H: -1.148 -1.172 0.926
H: -1.029 -0.649 -2.063
H: 0.083 -1.702 -1.826
O: -0.926 -1.582 -1.857
H: -0.236 1.679 -0.787
H: 0.426 1.898 -2.108
O: -0.453 1.887 -1.740
H: 2.164 -2.154 -2.216
H: 1.986 -0.247 -1.039
O: 1.626 -1.651 -1.597

=====

Here is 5 unconnected molecules or ions with the total composition C17H19Cl3N3 at a distorted geometry from the Open Molecules 2025 dataset. Energies are from wB97M-V/def2-TZVPD.

Calculated values
* energy above the lowest of the compared OMol25 structures with the same formula, charge and spin: 41.5 kJ/mol
* total charge: -1
* energy: -59976.53767 eV
* HOMO energy: -4.48 eV
* LUMO level: 2.972 eV
* spin multiplicity: 1
* frontier orbital gap: 7.454 eV

Element x y z (Å)
Cl: -0.286 -0.116 0.066
Cl: -5.238 -0.123 -1.273
C: -3.640 -0.931 -1.126
C: -3.179 -1.470 -2.475
Cl: -3.222 -0.342 -3.851
H: -3.773 -1.832 -0.530
H: -2.953 -0.229 -0.666
H: -3.816 -2.326 -2.696
H: -2.165 -1.844 -2.359
N: 1.632 3.272 -0.954
C: 2.423 4.226 -1.457
C: 2.069 5.563 -1.492
C: 0.800 5.914 -1.052
C: -0.072 4.937 -0.666
C: 0.391 3.599 -0.609
H: 3.414 3.970 -1.814
H: 2.817 6.281 -1.805
H: 0.437 6.934 -1.142
H: -1.102 5.136 -0.405
H: -0.235 2.765 -0.311
N: -1.990 -4.212 -0.609
C: -2.309 -5.399 -1.142
C: -1.551 -5.998 -2.130
C: -0.332 -5.445 -2.512
C: 0.046 -4.275 -1.869
C: -0.846 -3.658 -0.992
H: -3.221 -5.868 -0.796
H: -1.858 -6.947 -2.557
H: 0.277 -5.854 -3.306
H: 0.919 -3.729 -2.205
H: -0.588 -2.638 -0.711
N: 2.526 0.315 2.675
C: 3.635 0.590 3.376
C: 3.629 1.125 4.650
C: 2.403 1.503 5.206
C: 1.255 1.207 4.501
C: 1.359 0.590 3.255
H: 4.574 0.305 2.916
H: 4.554 1.332 5.173
H: 2.441 2.039 6.146
H: 0.259 1.404 4.877
H: 0.515 0.228 2.673

=====

Here is a gas-phase ion, C4H11FN3 (charge +1) at a distorted geometry from the Open Molecules 2025 dataset. Energies are from wB97M-V/def2-TZVPD.

Calculated values
* energy above the lowest of the compared OMol25 structures with the same formula, charge and spin: 84.4 kJ/mol
* total charge: +1
* energy: -11507.36241 eV
* HOMO energy: -13.28 eV
* LUMO level: -4.572 eV
* spin multiplicity: 1
* SMILES: C[C@@](F)(C=[NH2+])C(N)N
* frontier orbital gap: 8.705 eV

Element x y z (Å)
C: 1.486 -0.658 -1.015
C: 0.384 0.190 -0.418
F: 0.788 1.461 -0.155
C: -0.892 0.308 -1.497
N: -1.326 1.477 -1.783
C: -0.312 -0.451 0.839
N: 0.536 -0.606 1.965
N: -1.472 0.384 1.081
H: 1.093 -1.628 -1.311
H: 1.923 -0.171 -1.882
H: 2.272 -0.811 -0.278
H: -1.339 -0.600 -1.868
H: -2.146 1.648 -2.363
H: -0.860 2.291 -1.380
H: -0.672 -1.440 0.538
H: 1.092 0.199 2.216
H: 1.070 -1.460 1.996
H: -1.183 1.294 1.425
H: -2.052 -0.024 1.807

=====

Here is 2 unconnected molecules or ions with the total composition C2H3Cl4OP at a distorted geometry from the Open Molecules 2025 dataset. Energies are from wB97M-V/def2-TZVPD.

Calculated values
* energy above the lowest of the compared OMol25 structures with the same formula, charge and spin: 258.9 kJ/mol
* total charge: 0
* energy: -63545.79216 eV
* HOMO energy (spin up / spin down): -9.99 / -8.69 eV
* LUMO level (spin up / spin down): -2.360 / -3.335 eV
* spin multiplicity: 1
* frontier orbital gap (spin up / spin down): 7.629 / 5.357 eV

Element x y z (Å)
C: 0.949 0.250 1.699
C: -1.439 -0.397 -1.426
O: 0.046 -0.253 0.762
P: -0.676 0.836 -0.246
Cl: -2.162 0.414 -2.863
Cl: -0.220 -1.578 -1.850
Cl: -2.593 -1.263 -0.276
Cl: 2.579 1.114 -1.559
H: 1.811 0.797 1.273
H: 1.249 -0.759 2.044
H: 0.456 0.837 2.443

=====

Here is a molecular structure, C4H5NO2 from the Open Molecules 2025 dataset. Energies are from wB97M-V/def2-TZVPD.

Calculated values
* energy above the lowest of the compared OMol25 structures with the same formula, charge and spin: 179.8 kJ/mol
* total charge: 0
* energy: -9812.45114 eV
* HOMO energy: -9.60 eV
* LUMO level: 0.903 eV
* spin multiplicity: 1
* frontier orbital gap: 10.507 eV

Element x y z (Å)
N: 0.467 -1.520 0.578
C: -0.006 -0.250 0.176
C: -0.431 0.072 -1.250
C: 0.639 0.866 -0.610
O: 0.041 1.875 0.237
C: -0.456 0.885 1.066
O: -0.934 1.012 2.150
H: -0.241 -2.236 0.462
H: 0.736 -1.502 1.557
H: -0.088 -0.656 -1.981
H: -1.401 0.521 -1.450
H: 1.664 1.001 -0.928

=====

Here is a molecular structure, C47H55As2F3N2NaO3SSb at a distorted geometry from the Open Molecules 2025 dataset. Energies are from wB97M-V/def2-TZVPD.

Calculated values
* energy above the lowest of the compared OMol25 structures with the same formula, charge and spin: 0.0 kJ/mol
* total charge: 0
* energy: -210373.47429 eV
* HOMO energy: -7.85 eV
* LUMO level: -0.540 eV
* spin multiplicity: 1
* frontier orbital gap: 7.315 eV

Element x y z (Å)
Na: 0.887 1.192 -2.120
C: 0.902 5.571 -0.874
As: -0.101 4.187 0.159
C: 0.337 4.933 1.978
C: -1.927 4.918 0.062
C: -2.378 5.912 0.918
C: -3.689 6.462 0.803
C: -4.505 6.051 -0.215
C: -4.035 5.105 -1.123
C: -2.791 4.517 -0.951
As: -2.380 2.962 -2.151
C: -2.625 3.804 -3.973
C: -4.183 2.118 -2.047
H: 0.283 6.460 -1.027
H: 1.151 5.110 -1.834
H: 1.760 5.918 -0.298
H: 0.356 6.021 1.950
H: 1.361 4.594 2.221
H: -0.313 4.539 2.766
H: -1.669 6.309 1.653
H: -3.983 7.212 1.509
H: -5.525 6.412 -0.289
H: -4.697 4.777 -1.938
H: -3.677 3.933 -4.244
H: -2.110 3.162 -4.678
H: -2.112 4.767 -3.958
H: -4.954 2.832 -1.726
H: -4.176 1.318 -1.306
H: -4.456 1.735 -3.042
C: 1.470 -5.891 -2.597
C: 0.140 -5.170 -2.837
C: -0.110 -5.016 -4.339
C: -0.974 -5.994 -2.193
C: 0.159 -3.779 -2.220
C: -1.014 -2.969 -2.315
C: -0.900 -1.624 -2.015
N: 0.223 -1.015 -1.639
C: 1.277 -1.819 -1.344
C: 1.283 -3.177 -1.675
C: 2.406 -1.176 -0.681
C: 3.547 -1.873 -0.202
C: 4.550 -1.229 0.493
C: 4.283 0.126 0.869
C: 3.138 0.732 0.360
N: 2.251 0.147 -0.464
C: 5.955 -1.834 0.709
C: 6.918 -1.059 -0.209
C: 6.374 -1.730 2.176
C: 6.005 -3.332 0.368
H: 1.439 -6.936 -2.968
H: 1.718 -5.841 -1.522
H: 2.321 -5.402 -3.122
H: -0.015 -5.977 -4.868
H: 0.534 -4.240 -4.775
H: -1.131 -4.636 -4.487
H: -0.956 -7.028 -2.553
H: -1.971 -5.631 -2.481
H: -0.945 -6.039 -1.081
H: -1.976 -3.335 -2.650
H: -1.758 -0.939 -2.079
H: 2.214 -3.725 -1.498
H: 3.627 -2.934 -0.418
H: 4.974 0.712 1.478
H: 2.913 1.777 0.609
H: 7.038 0.017 0.128
H: 6.490 -1.013 -1.247
H: 7.914 -1.526 -0.213
H: 6.383 -0.685 2.514
H: 7.419 -2.120 2.286
H: 5.662 -2.241 2.828
H: 5.847 -3.525 -0.702
H: 5.276 -3.895 0.994
H: 7.037 -3.692 0.603
F: -1.932 1.805 7.956
C: -1.872 1.664 6.597
C: -0.714 2.083 5.924
C: -0.669 1.787 4.562
C: -1.659 1.038 3.934
C: -2.853 0.741 4.619
C: -2.978 1.105 5.941
Sb: -1.104 0.138 1.989
C: -3.077 -0.534 1.467
C: -3.341 -1.819 1.004
C: -4.633 -2.262 0.772
C: -5.682 -1.344 0.926
F: -6.938 -1.776 0.690
C: -5.421 -0.007 1.265
C: -4.110 0.387 1.508
C: -0.358 -1.680 2.872
C: 1.005 -1.853 2.869
C: 1.542 -3.128 3.042
C: 0.711 -4.181 3.486
F: 1.195 -5.426 3.687
C: -0.651 -3.961 3.662
C: -1.178 -2.724 3.305
H: 0.141 2.531 6.428
H: 0.141 2.150 3.917
H: -3.664 0.265 4.110
H: -3.906 0.940 6.462
H: -2.517 -2.555 0.845
H: -4.823 -3.287 0.466
H: -6.250 0.709 1.340
H: -3.880 1.396 1.772
H: 1.652 -1.050 2.616
H: 2.602 -3.312 2.869
H: -1.296 -4.742 4.015
H: -2.249 -2.573 3.419
C: 1.575 3.381 -5.990
S: 1.205 2.460 -4.478
O: 0.558 3.415 -3.487
O: 0.236 1.382 -4.854
O: 2.467 1.926 -3.899
H: 0.650 3.471 -6.523
H: 2.291 2.807 -6.586
H: 1.999 4.343 -5.769

=====

- Look up the energy of the third one.
  -11507.36241 eV

=====

- Among the records above, which one has the highest spin multiplicity?
  C3H13NO4

=====

- What is the energy above the lowest of the compared OMol25 structures with the same formula, charge and spin in the first record?
  0.0 kJ/mol